No. 1
ORCA calculation (the ωB97M-V functional and the def2-TZVPD basis) on a 2-piece molecular cluster, C5H8NO overall.

Structure (XYZ):
```
15
C5H8NO (the ωB97M-V functional and the def2-TZVPD basis)
C -1.981 -0.254 0.292
C -0.983 -0.853 -0.573
C 1.509 -0.807 -0.059
C 0.254 -0.180 0.037
C 0.392 1.274 0.232
N -0.795 -0.878 0.879
O 2.632 -0.291 0.028
H -2.185 0.806 0.405
H -2.890 -1.001 0.404
H -1.009 -1.378 -1.495
H 1.295 -2.464 -0.214
H -0.048 1.864 -0.687
H 1.512 1.513 0.157
H -0.095 1.580 1.117
H 3.332 -0.922 -0.248
```

The charge is +1. As for the total energy: -324.8014 Eh. For the HOMO energy, the calculation gives -14.44 eV. The energy relative to the best compared isomer or geometry (same formula, charge and spin) comes out at 6.463 eV.

Atomic partial charges in e from the Mulliken method, atoms 1 to 8: -0.34 -0.34 -0.02 1.07 -1.44 -0.47 -0.27 0.25

No. 2
ORCA calculation (the ωB97M-V functional and the def2-TZVPD basis) on C43H42HgP2 as an isolated structure.

Structure (XYZ):
```
88
C43H42HgP2 (the ωB97M-V functional and the def2-TZVPD basis)
Hg 1.272 -0.872 0.222
C -3.521 0.767 4.783
C -3.782 0.655 3.475
C -3.949 1.715 2.404
C -2.623 2.176 1.760
C -1.587 2.681 2.734
C -1.805 3.153 3.967
C -3.070 3.335 4.766
C -3.282 2.020 5.564
C 2.985 -1.953 -0.622
H -3.396 -0.137 5.393
H -3.874 -0.362 3.078
H -4.497 2.587 2.788
H -4.596 1.223 1.642
H -2.189 1.330 1.191
H -2.807 2.995 1.036
H -0.570 2.776 2.313
H -0.931 3.462 4.569
H -3.989 3.691 4.285
H -2.872 4.132 5.504
H -2.319 1.883 6.076
H -4.050 2.115 6.353
H 3.815 -2.026 0.119
H 3.298 -1.394 -1.515
H 2.687 -2.972 -0.911
P -0.019 -1.871 -1.915
P 2.087 0.516 -2.712
C -0.561 -0.301 -2.618
C 0.347 0.536 -3.176
C -0.263 -2.955 -3.405
C -1.270 -2.687 -4.353
C -1.462 -3.509 -5.475
C -0.654 -4.643 -5.646
C 0.350 -4.936 -4.709
C 0.552 -4.087 -3.610
C -1.593 -2.304 -1.037
C -2.125 -1.315 -0.186
C -3.084 -1.682 0.753
C -3.498 -3.024 0.837
C -3.037 -3.982 -0.082
C -2.082 -3.626 -1.039
C 2.752 0.810 -4.488
C 2.418 -0.124 -5.496
C 2.759 0.099 -6.837
C 3.501 1.235 -7.180
C 3.973 2.092 -6.181
C 3.641 1.847 -4.838
C 2.308 2.207 -2.010
C 3.506 2.474 -1.311
C 3.727 3.724 -0.725
C 2.757 4.730 -0.827
C 1.569 4.474 -1.517
C 1.338 3.219 -2.101
H -1.639 -0.101 -2.657
H 0.092 1.264 -3.955
H -1.935 -1.832 -4.218
H -2.244 -3.271 -6.212
H -0.805 -5.299 -6.510
H 0.975 -5.831 -4.838
H 1.338 -4.312 -2.885
H -1.727 -0.289 -0.216
H -3.473 -0.908 1.426
H -4.175 -3.312 1.638
H -3.381 -5.019 -0.061
H -1.685 -4.356 -1.761
H 1.879 -1.037 -5.230
H 2.457 -0.613 -7.610
H 3.758 1.424 -8.218
H 4.609 2.947 -6.439
H 4.080 2.481 -4.062
H 4.279 1.700 -1.257
H 4.665 3.914 -0.199
H 2.925 5.699 -0.356
H 0.813 5.259 -1.608
H 0.412 3.042 -2.653
C 1.122 -0.594 2.300
C 1.254 -0.752 3.524
C 1.328 -0.929 4.950
C 0.113 -1.082 5.671
C 0.088 -1.098 7.068
C 1.252 -0.873 7.809
C 2.465 -0.713 7.129
C 2.530 -0.923 5.733
H -0.849 -1.108 5.150
H -0.865 -1.194 7.590
H 1.199 -0.819 8.895
H 3.335 -0.373 7.716
H 3.525 -0.990 5.258
```

The charge is 0. As for the total energy: -2499.6177 Eh. For the HOMO energy, the calculation gives -7.48 eV. The energy relative to the best compared isomer or geometry (same formula, charge and spin) comes out at 0.282 eV.

Atomic partial charges in e from the Mulliken method, atoms 1 to 8: 0.91 -0.61 0.06 -1.15 0.78 -0.52 -0.36 -1.00

No. 3
ORCA calculation (the ωB97M-V functional and the def2-TZVPD basis) on C44H41F5HoN10O3 as an isolated structure.

Structure (XYZ):
```
104
C44H41F5HoN10O3 (the ωB97M-V functional and the def2-TZVPD basis)
Ho -10.527 10.773 15.465
C -10.666 14.683 12.556
C -9.370 14.156 13.159
C -9.151 12.696 12.643
N -8.899 11.705 13.716
C -7.743 11.145 13.733
C -6.610 11.831 13.230
C -5.447 11.417 12.639
C -4.915 10.107 12.774
C -5.506 8.973 13.345
C -6.666 8.881 14.102
C -7.723 9.799 14.331
N -8.751 9.524 15.084
C -9.070 8.161 15.580
C -9.748 7.260 14.588
C -11.305 7.528 14.414
N -11.539 8.992 14.171
C -12.732 9.354 13.777
C -13.894 8.518 13.896
C -15.065 8.556 13.129
C -15.367 9.333 11.974
C -14.529 10.299 11.436
C -13.406 10.940 11.928
C -12.696 10.712 13.176
N -11.825 11.541 13.739
C -12.213 12.995 13.653
C -11.855 13.767 12.367
H -10.443 15.246 11.610
H -11.086 15.480 13.178
H -9.494 14.120 14.235
H -8.466 14.705 12.908
H -8.304 12.718 11.967
H -10.046 12.354 12.181
H -6.778 12.913 13.324
H -4.838 12.212 12.233
H -3.967 9.893 12.286
H -4.934 8.049 13.167
H -6.840 7.907 14.596
H -9.795 8.341 16.432
H -8.118 7.789 16.029
H -9.758 6.265 15.039
H -9.338 7.290 13.595
H -11.873 7.203 15.315
H -11.633 6.940 13.526
H -13.768 7.629 14.477
H -15.839 7.935 13.524
H -16.303 9.075 11.424
H -14.901 10.868 10.539
H -12.958 11.785 11.410
H -11.738 13.484 14.469
H -13.282 13.134 13.836
H -12.751 14.380 12.301
H -11.797 13.151 11.462
N -14.768 12.634 19.258
N -15.585 11.482 19.180
C -15.115 10.349 18.609
N -15.898 9.237 18.613
N -13.922 10.499 18.028
N -13.282 9.500 17.419
O -12.097 9.775 16.942
O -13.742 8.396 17.259
H -13.806 12.487 18.916
H -15.269 13.306 18.620
H -16.311 11.510 19.922
H -16.847 9.226 18.965
H -15.541 8.481 18.031
C -9.670 8.850 20.466
C -8.316 8.568 20.661
C -7.439 9.175 19.764
C -7.831 9.954 18.695
C -9.226 10.074 18.387
C -10.052 9.664 19.374
C -6.776 10.541 17.870
C -5.607 9.823 17.530
C -4.580 10.460 16.932
C -4.640 11.836 16.639
C -3.682 12.650 16.004
C -3.837 14.058 15.871
C -5.003 14.713 16.313
C -5.984 13.931 16.830
C -5.857 12.564 17.119
N -6.882 11.855 17.593
H -10.413 8.515 21.182
H -7.943 7.891 21.429
H -6.384 9.127 19.909
H -11.155 9.909 19.332
H -5.468 8.744 17.686
H -3.605 9.892 16.754
H -2.864 12.235 15.500
H -3.069 14.628 15.399
H -5.035 15.810 16.179
H -6.949 14.350 17.079
F -9.357 16.001 20.805
C -9.567 15.040 19.903
C -10.385 13.956 20.182
F -10.952 13.930 21.432
C -10.865 13.081 19.256
F -11.968 12.261 19.402
C -10.324 13.164 17.920
O -10.610 12.361 16.951
C -9.698 14.365 17.602
F -9.515 14.661 16.249
C -9.416 15.313 18.553
F -9.220 16.632 18.194
```

The charge is -1. The expectation value of S² is 6.0035. As for the total energy: -3921.7526 Eh. For the HOMO energy (alpha / beta), the calculation gives -3.29 / -3.30 eV. As for the spin multiplicity: 5. The energy relative to the best compared isomer or geometry (same formula, charge and spin) comes out at 0.000 eV.

Atomic partial charges in e from the Mulliken method, atoms 1 to 8: -0.41 -1.35 0.65 -1.92 -0.09 0.80 -0.59 -0.88

No. 4
ORCA calculation (the ωB97M-V functional and the def2-TZVPD basis) on C28H77N7O7 as an isolated structure.

Structure (XYZ):
```
119
C28H77N7O7 (the ωB97M-V functional and the def2-TZVPD basis)
C 1.422 -5.153 -3.165
C 0.868 -3.958 -2.496
C 0.334 -4.058 -1.063
O -0.764 -4.991 -1.009
C -1.270 -5.110 0.288
N 1.740 -2.843 -2.631
H 0.890 -6.038 -2.818
H 2.478 -5.304 -2.945
H 1.290 -5.195 -4.246
H -0.029 -3.620 -3.014
H -0.061 -3.077 -0.800
H 1.136 -4.306 -0.367
H -1.583 -4.193 0.789
H -0.549 -5.690 0.865
H -2.178 -5.711 0.227
H 1.652 -2.425 -3.546
H 1.265 -2.115 -2.118
C 0.015 -2.326 1.088
C -0.441 -1.207 0.151
C 0.233 0.221 0.505
O -0.226 1.325 -0.328
C -1.627 1.528 -0.439
N -0.091 -1.561 -1.253
H -0.327 -1.998 2.070
H 1.096 -2.464 1.115
H -0.425 -3.264 0.752
H -1.522 -1.114 0.260
H 1.323 0.228 0.461
H 0.019 0.492 1.539
H -1.694 2.579 -0.722
H -2.179 1.393 0.492
H -2.012 0.809 -1.162
H -0.341 -0.770 -1.829
H 0.916 -1.554 -1.324
C 2.908 2.087 4.266
C 3.246 0.815 3.514
C 2.112 0.437 2.478
O 0.782 0.299 2.984
C 0.654 -0.931 3.736
N 4.480 1.040 2.716
H 1.921 1.938 4.704
H 2.816 2.959 3.618
H 3.596 2.329 5.075
H 3.423 0.035 4.255
H 2.513 -0.328 1.813
H 1.963 1.219 1.734
H 1.381 -1.106 4.529
H 0.681 -1.734 3.000
H -0.244 -1.117 4.326
H 4.249 1.167 1.741
H 4.694 1.947 3.105
C 4.765 -2.896 0.523
C 3.294 -2.640 0.290
C 3.174 -1.408 -0.695
O 1.862 -0.785 -0.635
C 1.842 0.277 -1.582
N 2.642 -3.748 -0.309
H 5.254 -2.016 0.942
H 5.336 -3.058 -0.391
H 4.916 -3.733 1.205
H 2.865 -2.417 1.267
H 3.425 -1.601 -1.738
H 3.835 -0.634 -0.306
H 1.793 -0.169 -2.575
H 2.709 0.915 -1.413
H 0.861 0.748 -1.514
H 2.453 -4.523 0.311
H 1.766 -3.277 -0.486
C -5.917 5.529 1.525
C -4.981 4.301 1.190
C -3.474 4.706 0.849
O -3.081 4.020 -0.343
C -1.755 4.332 -0.808
N -4.911 3.436 2.322
H -5.398 6.265 2.139
H -6.742 5.201 2.159
H -6.424 5.937 0.651
H -5.407 3.797 0.323
H -2.774 4.431 1.638
H -3.415 5.784 0.700
H -1.132 3.681 -0.194
H -1.499 5.381 -0.663
H -1.767 4.149 -1.883
H -4.527 2.559 2.000
H -5.863 3.194 2.557
C -3.094 -3.538 -3.252
C -2.112 -2.435 -2.834
C -2.607 -0.993 -2.988
O -1.621 -0.127 -2.370
C -0.516 0.071 -3.225
N -1.905 -2.632 -1.433
H -2.607 -4.503 -3.111
H -3.398 -3.369 -4.285
H -3.927 -3.579 -2.551
H -1.135 -2.637 -3.273
H -3.516 -0.826 -2.410
H -2.830 -0.789 -4.035
H 0.224 0.641 -2.663
H -0.820 0.692 -4.068
H -0.003 -0.839 -3.534
H -1.395 -3.490 -1.280
H -1.319 -1.839 -1.217
C 0.746 3.705 -1.107
C 1.471 3.074 0.075
C 0.495 2.870 1.234
O 0.028 4.172 1.590
C -0.951 4.083 2.575
N 1.925 1.763 -0.139
H 0.118 4.574 -0.911
H 0.125 2.938 -1.570
H 1.490 4.004 -1.845
H 2.237 3.789 0.374
H 1.019 2.340 2.029
H -0.372 2.266 0.965
H -1.865 3.537 2.343
H -1.202 5.113 2.831
H -0.542 3.678 3.501
H 2.485 1.744 -0.979
H 1.118 1.220 -0.411
```

The charge is 0. As for the total energy: -2021.8259 Eh. For the HOMO energy, the calculation gives -6.70 eV. The energy relative to the best compared isomer or geometry (same formula, charge and spin) comes out at 28.449 eV.

Atomic partial charges in e from the Mulliken method, atoms 1 to 8: -1.92 0.94 1.02 -0.58 -1.09 0.12 0.31 0.41

No. 5
ORCA calculation (the ωB97M-V functional and the def2-TZVPD basis) on H20O10 as an isolated structure.

Structure (XYZ):
```
30
H20O10 (the ωB97M-V functional and the def2-TZVPD basis)
O 2.092 -0.287 -1.196
H 2.731 0.420 -1.110
H 1.247 0.130 -1.025
O 0.025 -0.321 -0.234
H -0.511 0.469 -0.302
H 0.228 -0.393 0.699
O -0.976 1.293 0.527
H -1.305 1.704 1.326
H -1.186 1.917 -0.168
O 0.477 -1.905 -2.153
H 0.430 -1.729 -3.093
H 0.747 -1.072 -1.766
O 0.869 1.783 1.927
H 0.216 1.229 1.497
H 0.992 1.385 2.788
O 1.742 -1.066 0.902
H 2.392 -0.719 0.291
H 1.120 -1.538 0.348
O -0.646 -2.294 1.410
H 0.212 -2.451 1.805
H -0.490 -2.347 0.467
O -0.082 0.711 -2.412
H 0.369 1.439 -2.839
H -0.818 1.119 -1.956
O -0.268 -0.080 2.278
H -1.211 0.070 2.340
H -0.054 -0.593 3.057
O -2.949 0.698 -1.054
H -2.089 1.013 -0.772
H -3.305 1.412 -1.582
```

The charge is 0. As for the total energy: -764.0821 Eh. For the HOMO energy, the calculation gives -9.57 eV. The energy relative to the best compared isomer or geometry (same formula, charge and spin) comes out at 10.879 eV.

Atomic partial charges in e from the Mulliken method, atoms 1 to 8: -0.87 0.31 0.56 -0.71 0.24 0.17 -0.63 0.32

No. 6
ORCA calculation (the ωB97M-V functional and the def2-TZVPD basis) on a 2-piece molecular cluster, C4H12 overall.

Structure (XYZ):
```
16
C4H12 (the ωB97M-V functional and the def2-TZVPD basis)
C -0.964 -1.052 1.873
C -0.427 0.347 2.150
H -0.463 -1.786 2.508
H -2.040 -1.128 2.072
H -0.777 -1.398 0.853
H -0.807 0.734 3.091
H -0.681 1.053 1.358
H 0.659 0.290 2.234
C 0.523 -0.305 -2.318
C 0.880 1.053 -1.720
H -0.270 -0.785 -1.753
H 0.140 -0.246 -3.342
H 1.389 -0.962 -2.313
H 1.467 1.658 -2.415
H 1.404 0.901 -0.776
H -0.032 1.627 -1.503
```

The SMILES is CC.CC. The charge is 0. As for the total energy: -159.5830 Eh. For the HOMO energy, the calculation gives -11.80 eV. The energy relative to the best compared isomer or geometry (same formula, charge and spin) comes out at 0.053 eV.

Atomic partial charges in e from the Mulliken method, atoms 1 to 8: -0.71 -0.75 0.27 0.27 0.17 0.32 0.20 0.24

No. 7
ORCA calculation (the ωB97M-V functional and the def2-TZVPD basis) on C23H49CeN3OP4 as an isolated structure.

Structure (XYZ):
```
81
C23H49CeN3OP4 (the ωB97M-V functional and the def2-TZVPD basis)
Ce -1.054 1.300 -1.169
P 3.083 -2.248 0.757
P 1.361 2.730 -1.054
P -1.552 -2.614 -0.326
H -1.045 3.257 -3.296
C -1.815 2.829 -2.635
C -2.015 3.362 -1.290
H -1.404 4.208 -0.936
C 4.857 -2.534 0.858
C 2.648 -0.612 1.347
C 2.192 -3.499 1.687
C 1.517 4.186 -2.163
C 1.922 3.482 0.526
C 2.857 1.779 -1.530
C -2.887 -2.819 -1.580
C -2.277 -3.646 1.024
C -0.421 -3.933 -0.963
H -2.649 2.287 -3.132
H -3.019 3.314 -0.830
H 5.188 -2.463 1.906
H 5.394 -1.788 0.258
H 5.095 -3.534 0.472
H 3.512 -0.166 1.860
H 1.801 -0.668 2.046
H 2.368 0.025 0.494
H 2.381 -4.483 1.237
H 1.115 -3.283 1.665
H 2.543 -3.499 2.728
H 2.497 4.652 -1.989
H 0.718 4.909 -1.962
H 1.438 3.863 -3.209
H 2.817 4.091 0.344
H 2.152 2.704 1.263
H 1.135 4.121 0.944
H 3.468 2.393 -2.205
H 2.576 0.853 -2.050
H 3.451 1.509 -0.648
H -3.340 -3.816 -1.499
H -2.483 -2.669 -2.590
H -3.645 -2.048 -1.391
H -2.897 -4.446 0.597
H -2.897 -3.013 1.673
H -1.472 -4.088 1.628
H -0.991 -4.668 -1.544
H 0.059 -4.442 -0.119
H 0.372 -3.496 -1.587
C 1.652 -1.808 -3.354
C 2.424 -1.652 -4.553
C 1.795 -1.656 -5.785
C 0.398 -1.520 -5.844
C -0.335 -1.315 -4.675
C 0.265 -1.407 -3.440
O 2.129 -2.383 -2.317
H 2.649 -2.319 -0.604
H 3.511 -1.691 -4.448
H 2.377 -1.790 -6.705
H -0.097 -1.567 -6.820
H -1.396 -1.085 -4.730
H -0.323 -1.322 -2.515
C -1.255 1.384 4.694
N -1.381 2.660 3.941
C -2.816 3.019 3.813
N -3.628 1.941 3.199
C -3.448 0.682 3.972
N -2.023 0.281 4.076
C -1.463 -0.122 2.787
P -1.519 1.298 1.566
C -0.717 2.600 2.646
C -3.317 1.759 1.781
H -1.653 1.548 5.707
H -0.196 1.100 4.736
H -2.898 3.923 3.192
H -3.209 3.205 4.824
H -4.018 -0.121 3.483
H -3.829 0.852 4.991
H -0.420 -0.449 2.917
H -2.028 -0.971 2.371
H -0.776 3.570 2.130
H 0.345 2.343 2.773
H -3.930 0.945 1.362
H -3.521 2.682 1.216
```

The charge is +4. As for the total energy: -2984.1163 Eh. For the HOMO energy (alpha / beta), the calculation gives -17.81 / -17.82 eV. The energy relative to the best compared isomer or geometry (same formula, charge and spin) comes out at 2.561 eV.

Atomic partial charges in e from the Mulliken method, atoms 1 to 8: 0.86 0.85 0.90 0.83 0.34 -0.69 -0.58 0.22

No. 8
ORCA calculation (the ωB97M-V functional and the def2-TZVPD basis) on C14H18Cl2N2SV as an isolated structure.

Structure (XYZ):
```
38
C14H18Cl2N2SV (the ωB97M-V functional and the def2-TZVPD basis)
V -1.496 -0.924 -0.606
Cl -0.247 -1.522 -2.331
Cl -1.636 -1.653 1.456
C -3.102 -1.011 -1.187
H -4.062 -1.089 -0.641
H -3.327 -1.068 -2.278
C 2.231 -0.328 0.777
C 1.686 -1.370 0.215
H 1.624 0.419 1.298
C 2.484 -2.390 -0.562
H 0.634 -1.652 0.386
C 3.971 -2.379 -0.165
H 2.073 -3.396 -0.407
H 2.415 -2.209 -1.649
C 4.516 -0.951 -0.136
H 4.074 -2.829 0.833
H 4.559 -2.994 -0.854
C 3.715 -0.092 0.863
H 5.576 -0.954 0.143
H 4.447 -0.502 -1.136
H 4.066 -0.343 1.879
H 3.965 0.968 0.720
N 0.809 1.219 -1.420
C -0.238 1.769 -0.777
N -1.329 1.050 -0.408
C -2.305 1.883 0.203
C -3.582 1.504 0.622
C -4.503 2.508 0.934
C -4.131 3.858 0.904
C -2.821 4.227 0.570
C -1.920 3.231 0.219
S -0.264 3.443 -0.374
H 1.604 1.817 -1.616
H 0.731 0.287 -1.845
H -3.850 0.452 0.683
H -5.526 2.241 1.200
H -4.862 4.629 1.145
H -2.484 5.261 0.550
```

The charge is -1. The expectation value of S² is 2.0758. As for the total energy: -2916.4191 Eh. For the HOMO energy (alpha / beta), the calculation gives -2.09 / -3.21 eV. As for the spin multiplicity: 3. The energy relative to the best compared isomer or geometry (same formula, charge and spin) comes out at 0.000 eV.

Atomic partial charges in e from the Mulliken method, atoms 1 to 8: 0.33 -0.66 -0.62 -0.82 0.26 0.14 -0.12 0.43